Entry from the OMol25 dataset: a structure of composition C40H51BN7O5PRu at a distorted geometry (ωB97M-V/def2-TZVPD).

Values from the calculation:
* spin multiplicity: 2
* molecular weight: 852.7 g/mol
* HOMO level (spin up / spin down): -0.3812 / -0.3814 Ha
* LUMO energy (spin up / spin down): -3.06 / -3.43 eV
* total charge: +1
* orbital gap (spin up / spin down): 0.2688 / 0.2552 Ha

Positions of all 106 atoms, in Å:
1 Ru 0.0453 0.3628 -0.1749
2 B 0.3470 2.7535 -3.3320
3 N -0.7094 3.0035 -2.2508
4 C -1.5738 4.0181 -2.3545
5 C -2.4376 3.9739 -1.2785
6 C -2.0198 2.8648 -0.5513
7 N -0.9705 2.3016 -1.1541
8 N 1.3817 1.6855 -2.9473
9 C 2.5749 1.6152 -3.5481
10 C 3.2430 0.4939 -3.0892
11 C 2.3555 -0.0763 -2.1835
12 N 1.2372 0.6509 -2.1218
13 H 0.9121 3.7863 -3.5275
14 H -0.2151 2.3726 -4.3154
15 H -1.5265 4.6999 -3.1779
16 H -3.2410 4.6408 -1.0542
17 H -2.4237 2.4567 0.3575
18 H 2.8698 2.3494 -4.2700
19 H 4.2189 0.1476 -3.3629
20 H 2.4571 -0.9812 -1.6116
21 C 2.2692 -3.6716 -0.4260
22 C 0.7680 -3.6842 -0.3271
23 C 0.0590 -4.9992 -0.4678
24 O 0.2252 -2.8883 0.6179
25 C 0.2248 -2.7811 -2.0190
26 O 0.5786 -3.4785 -2.8962
27 O -0.3117 -1.7855 -1.6558
28 H 2.6939 -4.3794 0.2891
29 H 2.6601 -2.6814 -0.1887
30 H 2.6115 -3.9629 -1.4154
31 H 0.2942 -5.6324 0.3888
32 H 0.3625 -5.5109 -1.3754
33 H -1.0166 -4.8435 -0.4744
34 H 0.8155 -2.1169 0.8117
35 C 0.6526 4.4226 1.0638
36 C 1.6145 3.3543 1.5780
37 C 2.2870 2.6389 0.4143
38 C 0.9307 2.3086 2.4822
39 C 0.3546 2.9089 3.7825
40 O -0.9658 2.3973 3.8458
41 C -1.2111 1.7077 2.7101
42 N -0.2255 1.6300 1.8945
43 C -2.5599 1.1134 2.6818
44 C -3.4054 1.6026 3.6891
45 C -4.6325 1.0396 3.9643
46 C -5.0677 -0.0361 3.2109
47 C -4.2847 -0.4872 2.1657
48 C -3.0399 0.0721 1.8599
49 P -2.1875 -0.5962 0.3654
50 C -2.7339 -2.3458 0.4062
51 C -2.6992 -3.0799 1.5919
52 C -3.1276 -4.3944 1.6136
53 C -3.5909 -4.9949 0.4526
54 C -3.6050 -4.2801 -0.7339
55 C -3.1675 -2.9663 -0.7621
56 C -3.2368 0.0186 -1.0198
57 C -4.5925 0.2939 -0.8818
58 C -5.3459 0.6673 -1.9816
59 C -4.7532 0.8007 -3.2246
60 C -3.3988 0.5488 -3.3671
61 C -2.6448 0.1517 -2.2768
62 H 1.1258 5.0034 0.2766
63 H 0.3538 5.1087 1.8521
64 H -0.2345 3.9558 0.6447
65 H 2.3799 3.8341 2.2016
66 H 1.5154 2.1255 -0.1793
67 H 2.9979 1.8979 0.7706
68 H 2.8060 3.3410 -0.2312
69 H 1.6797 1.5338 2.7062
70 H 0.3105 4.0016 3.7535
71 H 0.8922 2.6045 4.6828
72 H -3.0685 2.4403 4.2773
73 H -5.2327 1.4289 4.7705
74 H -6.0167 -0.5047 3.4193
75 H -4.6412 -1.3243 1.5838
76 H -2.3630 -2.6107 2.5055
77 H -3.1123 -4.9536 2.5382
78 H -3.9548 -6.0104 0.4773
79 H -3.9681 -4.7443 -1.6389
80 H -3.1753 -2.4185 -1.6927
81 H -5.0793 0.2317 0.0784
82 H -6.4035 0.8456 -1.8529
83 H -5.3460 1.1079 -4.0731
84 H -2.9287 0.6527 -4.3315
85 H -1.5835 -0.0384 -2.4011
86 C 4.4127 -0.2664 1.6858
87 N 3.5156 -0.5682 2.7784
88 C 4.1554 -0.6144 4.0790
89 C 3.1289 -0.6917 5.1966
90 C 2.1053 -1.7519 4.8218
91 N 1.4919 -1.3943 3.5600
92 C 0.1011 -1.7453 3.3825
93 C 2.2356 -0.9282 2.5314
94 O 1.7575 -0.8149 1.3793
95 H 5.2073 -1.0132 1.6373
96 H 4.8607 0.7172 1.8373
97 H 3.8565 -0.2754 0.7529
98 H 4.7606 0.2919 4.1869
99 H 4.8285 -1.4809 4.1121
100 H 2.6264 0.2709 5.3100
101 H 3.6092 -0.9412 6.1416
102 H 1.3177 -1.8134 5.5733
103 H 2.5809 -2.7377 4.7392
104 H -0.4741 -1.3959 4.2420
105 H -0.0137 -2.8282 3.2843
106 H -0.2800 -1.2600 2.4801



Entry from the OMol25 dataset: a structure of composition C40H51CdN4O2Si (ωB97M-V/def2-TZVPD).

Values from the calculation:
* spin multiplicity: 1
* molecular weight: 760.4 g/mol
* HOMO level: -0.1783 Ha
* relative energy (zero: lowest compared OMol25 entry of this formula, charge and spin): 0.00 kJ/mol
* LUMO energy: 2.69 eV
* total charge: -1
* orbital gap: 0.2771 Ha

Positions of all 99 atoms, in Å:
1 Cd 0.4431 0.0270 0.0129
2 C -2.7384 2.1157 -3.4932
3 C -1.3944 2.7293 -3.0972
4 C -0.9070 3.7102 -4.1661
5 C -1.4552 3.4011 -1.7391
6 C -2.4487 4.3408 -1.4895
7 C -2.5464 4.9751 -0.2637
8 C -1.6322 4.6732 0.7309
9 C -0.6159 3.7498 0.5176
10 C 0.4320 3.5083 1.5816
11 C 1.5530 4.5402 1.4242
12 C -0.1223 3.5014 3.0035
13 C -0.5263 3.1056 -0.7270
14 N 0.4506 2.1013 -0.9504
15 C 1.4769 2.3997 -1.7497
16 O 1.7886 3.4977 -2.2220
17 C 2.2794 1.1806 -2.2010
18 C 3.2580 1.2202 -3.1820
19 C 3.7620 0.0084 -3.6430
20 C 3.2504 -1.1979 -3.1767
21 C 2.2712 -1.1485 -2.1959
22 N 1.8797 0.0183 -1.7155
23 C 1.4442 -2.3575 -1.7591
24 O 1.7279 -3.4524 -2.2565
25 N 0.4340 -2.0514 -0.9440
26 C -0.5972 -3.0086 -0.7599
27 C -0.7285 -3.6939 0.4592
28 C -1.8091 -4.5483 0.6411
29 C -2.7453 -4.7437 -0.3607
30 C -2.6074 -4.0686 -1.5599
31 C -1.5504 -3.1911 -1.7764
32 C -1.4530 -2.4601 -3.1019
33 C -2.7618 -1.7601 -3.4709
34 C -1.0154 -3.4137 -4.2164
35 C 0.3412 -3.5618 1.5218
36 C 1.4684 -4.5531 1.2100
37 C -0.1698 -3.7493 2.9479
38 H -2.6428 1.5642 -4.4308
39 H -3.0978 1.4264 -2.7278
40 H -3.5015 2.8833 -3.6378
41 H -0.6711 1.9143 -3.0297
42 H -1.6201 4.5311 -4.2820
43 H 0.0602 4.1257 -3.8860
44 H -0.8099 3.2091 -5.1326
45 H -3.1615 4.5795 -2.2704
46 H -3.3307 5.7003 -0.0842
47 H -1.7062 5.1706 1.6902
48 H 0.8557 2.5220 1.4013
49 H 1.1578 5.5506 1.5612
50 H 2.3387 4.3822 2.1681
51 H 1.9937 4.4833 0.4273
52 H -0.4623 4.4918 3.3170
53 H -0.9534 2.8016 3.1024
54 H 0.6587 3.1896 3.7008
55 H 3.5752 2.1746 -3.5768
56 H 4.5292 0.0041 -4.4079
57 H 3.5605 -2.1557 -3.5688
58 H -1.9211 -5.0720 1.5817
59 H -3.5804 -5.4160 -0.2048
60 H -3.3398 -4.2214 -2.3442
61 H -0.6894 -1.6867 -2.9970
62 H -3.5598 -2.4798 -3.6655
63 H -3.0959 -1.0975 -2.6711
64 H -2.6296 -1.1623 -4.3752
65 H -1.7713 -4.1893 -4.3685
66 H -0.8918 -2.8737 -5.1586
67 H -0.0721 -3.8935 -3.9588
68 H 0.7496 -2.5515 1.4528
69 H 1.0862 -5.5766 1.2606
70 H 1.8626 -4.3948 0.2053
71 H 2.2850 -4.4569 1.9285
72 H -0.4639 -4.7842 3.1414
73 H 0.6230 -3.5009 3.6570
74 H -1.0202 -3.0987 3.1591
75 C 3.3148 1.2203 1.4970
76 Si 2.3731 0.0528 2.6318
77 C 3.1893 -1.6309 2.4412
78 C 2.7568 0.6351 4.3855
79 N 0.7218 0.0142 2.1618
80 C -0.4286 -0.1887 2.8805
81 C -0.4718 -0.2594 4.2894
82 C -1.6548 -0.4770 4.9730
83 C -2.8618 -0.6347 4.3033
84 C -2.8504 -0.5629 2.9171
85 C -1.6705 -0.3432 2.2299
86 H 4.3865 1.0984 1.6759
87 H 3.0616 2.2650 1.6806
88 H 3.1464 1.0242 0.4365
89 H 4.2633 -1.5630 2.6357
90 H 3.0553 -2.0303 1.4327
91 H 2.7654 -2.3567 3.1398
92 H 3.8342 0.8073 4.4600
93 H 2.4919 -0.1040 5.1427
94 H 2.2509 1.5720 4.6281
95 H 0.4422 -0.1422 4.8510
96 H -1.6296 -0.5261 6.0559
97 H -3.7825 -0.8081 4.8444
98 H -3.7691 -0.6850 2.3559
99 H -1.7138 -0.3143 1.1411



Entry from the OMol25 dataset: a structure of composition C40H52BiGeN8O2 (ωB97M-V/def2-TZVPD).

Values from the calculation:
* spin multiplicity: 1
* molecular weight: 958.5 g/mol
* HOMO level: -0.3705 Ha
* LUMO energy: -3.12 eV
* total charge: +1
* orbital gap: 0.2558 Ha

Positions of all 104 atoms, in Å:
1 Bi 0.5925 -0.0570 -0.4952
2 C 0.8025 1.1566 3.1710
3 C -0.5103 1.4265 3.0551
4 C -1.2665 0.1461 2.8103
5 C -0.1665 -0.8986 2.7645
6 C 1.0093 -0.2894 3.0342
7 C 2.3307 -0.9215 3.3312
8 C -0.3907 -2.3786 2.7283
9 C -2.1564 -0.1837 4.0379
10 C -1.1693 2.7626 3.1699
11 C 1.9318 2.0942 3.4434
12 H 2.5472 -0.8445 4.3988
13 H 3.1466 -0.4095 2.8182
14 H 2.3559 -1.9770 3.0711
15 H -0.8131 -2.7418 3.6696
16 H 0.5486 -2.9102 2.5747
17 H -1.0725 -2.6855 1.9411
18 H -2.5742 -1.1878 3.9678
19 H -2.9867 0.5109 4.1537
20 H -1.5448 -0.1315 4.9398
21 H -1.9535 2.7587 3.9296
22 H -1.6296 3.0736 2.2290
23 H -0.4534 3.5353 3.4382
24 H 2.4692 1.8005 4.3476
25 H 1.5898 3.1169 3.5724
26 H 2.6492 2.0877 2.6208
27 O 1.9264 -0.3003 -2.1401
28 C 1.4502 -0.4755 -3.3734
29 C 1.9781 -1.5176 -4.1456
30 C 1.5157 -1.7557 -5.4235
31 C 0.5292 -0.9501 -5.9942
32 C 0.0340 0.1078 -5.2662
33 C 0.4602 0.3489 -3.9545
34 C 0.0126 1.5379 -3.2578
35 N 0.0080 1.6136 -1.9796
36 N -0.1586 2.8627 -1.3896
37 C 0.6116 2.9337 -0.3390
38 O 1.3713 1.9711 0.0954
39 C 0.6136 4.2024 0.4257
40 C -0.4495 5.0944 0.3206
41 C -0.4542 6.2530 1.0782
42 C 0.6092 6.5346 1.9265
43 C 1.6768 5.6531 2.0196
44 C 1.6761 4.4836 1.2759
45 H 2.7571 -2.1273 -3.7077
46 H 1.9360 -2.5731 -5.9936
47 H 0.1847 -1.1335 -7.0010
48 H -0.6985 0.7741 -5.7043
49 H -0.2502 2.4343 -3.8168
50 H -1.2662 4.8677 -0.3504
51 H -1.2847 6.9416 1.0045
52 H 0.6060 7.4434 2.5129
53 H 2.5096 5.8773 2.6721
54 H 2.4957 3.7837 1.3444
55 N -2.4471 -0.3599 -2.5067
56 C -1.9180 -1.5871 -2.4977
57 N -2.5649 -2.5123 -3.1947
58 C -2.0167 -3.7210 -3.1690
59 N -2.6248 -4.7035 -3.8333
60 N -0.8743 -4.0394 -2.5202
61 C -0.3065 -3.0575 -1.8675
62 N -0.7793 -1.7994 -1.7861
63 C 0.9861 -3.4067 -1.1993
64 C 1.5053 -4.6839 -1.3577
65 C 2.7365 -4.9776 -0.7967
66 C 3.4139 -3.9871 -0.1086
67 C 2.8155 -2.7445 0.0125
68 N 1.6251 -2.4640 -0.5055
69 H -3.2747 -0.2175 -3.0594
70 H -2.0229 0.4175 -2.0331
71 H -3.4792 -4.5142 -4.3264
72 H -2.2301 -5.6265 -3.8262
73 H 0.9489 -5.4143 -1.9231
74 H 3.1645 -5.9641 -0.9076
75 H 4.3862 -4.1641 0.3266
76 H 3.3134 -1.9408 0.5330
77 C -7.2845 0.1618 2.7118
78 C -5.7989 0.4858 2.7857
79 C -5.3442 1.4249 1.6734
80 C -3.8560 1.7612 1.7550
81 Ge -2.5755 0.3261 1.3063
82 C -3.2965 -1.4569 0.8754
83 C -4.5462 -1.5922 0.0030
84 C -4.9199 -3.0537 -0.2491
85 C -5.4160 -3.7701 1.0020
86 H -7.5897 -0.5097 3.5136
87 H -7.5348 -0.3167 1.7625
88 H -7.8847 1.0690 2.7892
89 H -5.2219 -0.4428 2.7469
90 H -5.5647 0.9437 3.7512
91 H -5.9222 2.3510 1.7392
92 H -5.5884 0.9971 0.6986
93 H -3.6295 2.1144 2.7607
94 H -3.6120 2.5879 1.0851
95 H -1.9075 0.8605 -0.0140
96 H -3.4504 -1.9647 1.8304
97 H -2.4839 -1.9953 0.3775
98 H -4.3836 -1.0944 -0.9556
99 H -5.3952 -1.0995 0.4699
100 H -4.0510 -3.5813 -0.6580
101 H -5.6931 -3.0935 -1.0195
102 H -4.6227 -3.9076 1.7376
103 H -5.8080 -4.7575 0.7623
104 H -6.2175 -3.2029 1.4790



Entry from the OMol25 dataset: a structure of composition C40H52BrN9O5PTl (ωB97M-V/def2-TZVPD).

Values from the calculation:
* spin multiplicity: 1
* molecular weight: 1054.2 g/mol
* HOMO level (spin up / spin down): -0.4501 / -0.4499 Ha
* relative energy (zero: lowest compared OMol25 entry of this formula, charge and spin): 284.77 kJ/mol
* LUMO energy (spin up / spin down): -7.38 / -7.85 eV
* total charge: +2
* orbital gap (spin up / spin down): 0.1790 / 0.1613 Ha

Positions of all 109 atoms, in Å:
1 Tl 0.0440 -0.0988 0.1277
2 C -1.4164 -2.7151 -2.7950
3 C -0.1296 -1.9211 -2.6996
4 C 0.0322 -0.7035 -3.3591
5 C -1.1602 -0.0147 -3.9888
6 C 1.3088 -0.1279 -3.4725
7 C 1.4383 1.1136 -4.3328
8 C 2.4100 -0.7436 -2.8650
9 C 3.8266 -0.2213 -3.0342
10 C 2.2152 -1.9018 -2.0978
11 C 3.3737 -2.6041 -1.4195
12 C 0.9454 -2.4714 -1.9972
13 C 0.7312 -3.7195 -1.1705
14 H -1.9974 -2.6719 -1.8701
15 H -1.1863 -3.7653 -2.9810
16 H -2.0449 -2.3703 -3.6124
17 H -1.2673 -0.2707 -5.0477
18 H -1.0650 1.0697 -3.9240
19 H -2.0841 -0.2882 -3.4819
20 H 1.0128 1.9917 -3.8313
21 H 0.8875 0.9907 -5.2661
22 H 2.4646 1.3409 -4.6050
23 H 4.4221 -0.9091 -3.6387
24 H 4.3343 -0.1339 -2.0730
25 H 3.8703 0.7493 -3.5206
26 H 3.2438 -2.6283 -0.3335
27 H 4.3320 -2.1378 -1.6240
28 H 3.4413 -3.6408 -1.7564
29 H 0.9064 -4.6250 -1.7616
30 H -0.2875 -3.7690 -0.7853
31 H 1.4134 -3.7599 -0.3211
32 C 2.2034 0.4414 3.5348
33 O 1.4463 -0.6446 2.9915
34 C 1.0756 -1.6113 3.7882
35 C 1.4665 -1.7923 5.0974
36 C 1.0393 -2.9297 5.7731
37 Br 1.5834 -3.1755 7.5320
38 C 0.2223 -3.9157 5.1771
39 C -0.2128 -3.7514 3.8949
40 C 0.1944 -2.5767 3.1652
41 O -0.2045 -2.3413 1.9717
42 C -1.0694 -4.6880 3.1910
43 N -1.4068 -4.4703 1.9450
44 C -2.2012 -5.5279 1.5628
45 C -2.8211 -5.7955 0.3393
46 C -3.5480 -6.9587 0.2453
47 C -3.6710 -7.8424 1.3379
48 C -3.0721 -7.5897 2.5507
49 C -2.3299 -6.4127 2.6401
50 N -1.5973 -5.8468 3.6680
51 H 1.6573 0.9033 4.3546
52 H 2.3063 1.1546 2.7230
53 H 3.1862 0.0992 3.8603
54 H 2.0957 -1.0789 5.6048
55 H -0.0529 -4.7882 5.7531
56 H -0.8419 -3.1298 1.6505
57 H -2.7258 -5.1040 -0.4888
58 H -4.0391 -7.2108 -0.6855
59 H -4.2517 -8.7477 1.2164
60 H -3.1749 -8.2714 3.3850
61 H -1.4900 -6.2222 4.5941
62 C 4.5338 4.2346 -1.1068
63 N 4.2001 3.3937 0.0203
64 C 3.7009 4.2430 1.0930
65 N 2.5363 5.0316 0.6629
66 C 2.8761 5.9067 -0.4407
67 N 3.3347 5.0094 -1.5146
68 C 2.3213 4.2315 -2.1380
69 P 1.5768 2.9281 -0.9404
70 C 3.2516 2.3363 -0.3459
71 C 1.3645 4.2094 0.4168
72 H 4.8730 3.6296 -1.9451
73 H 5.3204 4.9339 -0.8270
74 H 4.4892 4.9241 1.4111
75 H 3.4093 3.6202 1.9358
76 H 3.6797 6.5817 -0.1574
77 H 2.0113 6.4798 -0.7667
78 H 2.7384 3.6644 -2.9740
79 H 1.5154 4.8705 -2.5016
80 H 3.6872 1.7247 -1.1330
81 H 3.0920 1.6840 0.5163
82 H 1.1111 3.6565 1.3259
83 H 0.5086 4.8343 0.1600
84 C -6.0390 0.8094 -1.2799
85 N -4.7807 0.2207 -0.8573
86 C -4.6231 -1.1053 -0.2905
87 C -3.1127 -1.1554 -0.0810
88 O -2.4899 -2.1172 0.3387
89 N -2.5652 0.0305 -0.4701
90 C -3.5779 0.8045 -0.8900
91 N -3.3814 2.0497 -1.3161
92 H -6.8004 0.0352 -1.2813
93 H -5.9623 1.2061 -2.2933
94 H -6.3621 1.6042 -0.6044
95 H -4.9631 -1.8945 -0.9624
96 H -5.1461 -1.2074 0.6626
97 H -2.5000 2.4692 -1.0376
98 H -4.1609 2.6450 -1.5322
99 O -1.1233 2.7933 0.3114
100 C -1.3183 2.5150 1.5114
101 C -2.1411 3.3825 2.4573
102 C -2.0048 2.6639 3.7940
103 C -1.1561 1.4392 3.4554
104 O -0.8228 0.5863 4.2634
105 N -0.8128 1.4300 2.1195
106 H -3.1690 3.4298 2.0956
107 H -1.7535 4.4014 2.4598
108 H -2.9534 2.3319 4.2152
109 H -1.5019 3.2503 4.5620